one:
Below is the ion C5H10NO2 with charge -1, with properties calculated with ωB97M-V/def2-TZVPD.

## Properties
**HOMO level**: -2.87 eV
**Orbital gap**: 6.702 eV
**SMILES**: CN[C@H](C[O-])CC=O
**LUMO level**: 3.83 eV

```
! RIJCOSX wB97M-V def2-TZVPD def2/J DEFGRID3
* xyz -1 1
C 1.300 -0.555 -2.231
N -0.003 -0.508 -1.622
C -0.192 -0.558 -0.225
C -1.718 0.082 0.003
O -2.209 0.633 -1.092
C 0.826 0.296 0.603
C 0.570 0.163 2.058
O 1.320 0.527 2.943
H 1.749 -1.538 -2.037
H 1.990 0.238 -1.915
H 1.194 -0.430 -3.311
H -0.727 0.039 -2.082
H -0.033 -1.592 0.132
H -1.528 0.805 0.827
H -2.304 -0.796 0.374
H 1.849 -0.055 0.417
H 0.778 1.341 0.283
H -0.394 -0.315 2.327
*
```

Atomic partial charges in e from the Mulliken method, atoms 1 to 2: atom 1 (C): -0.968, atom 2 (N): -0.231

***

two:
Below is the ion C5H10NO2 with charge -1, with properties calculated with ωB97M-V/def2-TZVPD.

## Properties
**HOMO level**: -2.77 eV
**Orbital gap**: 6.490 eV
**SMILES**: CC[C@H](C[O-])NC=O
**LUMO level**: 3.72 eV

```
! RIJCOSX wB97M-V def2-TZVPD def2/J DEFGRID3
* xyz -1 1
C 1.057 -1.921 -0.951
C 0.518 -0.481 -1.020
C 0.217 0.139 0.333
C -1.084 -0.389 0.952
O -1.290 0.032 2.209
N 0.244 1.615 0.259
C -0.707 2.441 0.722
O -0.654 3.662 0.532
H 1.490 -2.202 0.009
H 0.245 -2.618 -1.145
H 1.807 -2.090 -1.712
H -0.417 -0.557 -1.583
H 1.136 0.155 -1.654
H 0.993 -0.108 1.046
H -1.929 -0.166 0.240
H -1.000 -1.511 0.861
H 0.853 1.995 -0.448
H -1.479 2.005 1.349
*
```

Atomic partial charges in e from the Mulliken method, atoms 1 to 2: atom 1 (C): -1.199, atom 2 (C): -0.550

***

Which one sits at the bottom of the stability order? one does.

***

one:
Below is a cluster of 2 separate species, C4H11NO in total, with properties calculated with ωB97M-V/def2-TZVPD.

## Properties
**HOMO level**: -9.14 eV
**Orbital gap**: 9.943 eV
**SMILES**: C=CCNC.O
**LUMO level**: 0.81 eV

```
! RIJCOSX wB97M-V def2-TZVPD def2/J DEFGRID3
* xyz 0 1
C -0.082 -2.577 -1.152
C -0.207 -1.297 -0.786
C 0.975 -0.449 -0.230
N 0.565 0.925 -0.023
C 1.333 1.646 1.005
H -0.468 -2.978 -2.079
H 0.324 -3.278 -0.424
H -0.920 -0.601 -1.235
H 1.316 -0.976 0.669
H 1.722 -0.634 -1.001
H 0.637 1.391 -0.915
H 2.309 1.967 0.599
H 0.857 2.622 1.092
H 1.533 1.019 1.866
O -2.380 1.185 0.757
H -1.517 0.992 0.346
H -2.387 0.505 1.442
*
```

Atomic partial charges in e from the Mulliken method, atoms 1 to 2: atom 1 (C): -0.701, atom 2 (C): -0.278

***

two:
Below is a cluster of 2 separate species, C4H11NO in total, with properties calculated with ωB97M-V/def2-TZVPD.

## Properties
**HOMO level**: -9.13 eV
**Orbital gap**: 10.249 eV
**SMILES**: C=CO.CCN
**LUMO level**: 1.12 eV

```
! RIJCOSX wB97M-V def2-TZVPD def2/J DEFGRID3
* xyz 0 1
C 2.737 1.545 5.590
C 1.648 2.171 5.174
O 1.988 3.437 4.701
H 2.736 0.526 5.886
H 3.706 1.916 5.561
H 0.525 2.039 5.235
H 2.696 3.953 4.987
C -1.508 -1.232 -4.770
C -1.927 -1.236 -3.260
N -1.513 -2.442 -2.503
H -2.606 -1.331 -5.276
H -0.914 -0.320 -5.045
H -0.921 -2.123 -5.008
H -1.593 -0.402 -2.813
H -2.982 -1.062 -3.385
H -1.303 -3.219 -3.100
H -0.770 -2.219 -1.976
*
```

Atomic partial charges in e from the Mulliken method, atoms 1 to 2: atom 1 (C): -0.781, atom 2 (C): 0.241

***

Which one sits at the bottom of the stability order? two does.

***

one:
Below is a cluster of 2 separate species, C4H11NO in total, with properties calculated with ωB97M-V/def2-TZVPD.

## Properties
**HOMO level**: -8.76 eV
**Orbital gap**: 9.656 eV
**SMILES**: C=CO.CCN
**LUMO level**: 0.89 eV

```
! RIJCOSX wB97M-V def2-TZVPD def2/J DEFGRID3
* xyz 0 1
C -0.906 -1.177 1.249
C -0.782 -0.656 2.477
O -1.857 -0.389 3.261
H -0.161 -0.973 0.450
H -1.858 -1.374 0.785
H 0.269 -0.425 2.727
H -1.484 -0.132 4.112
C 0.303 1.048 -3.043
C 1.593 0.921 -2.292
N 1.417 0.092 -1.109
H -0.291 1.960 -2.862
H 0.500 1.136 -4.129
H -0.344 0.167 -2.970
H 2.331 0.467 -2.995
H 2.106 1.899 -2.027
H 0.976 -0.779 -1.359
H 2.219 -0.106 -0.521
*
```

Atomic partial charges in e from the Mulliken method, atoms 1 to 2: atom 1 (C): -0.313, atom 2 (C): 0.088

***

two:
Below is a cluster of 2 separate species, C4H11NO in total, with properties calculated with ωB97M-V/def2-TZVPD.

## Properties
**HOMO level**: -8.89 eV
**Orbital gap**: 9.781 eV
**SMILES**: C1CCNC1.O
**LUMO level**: 0.89 eV

```
! RIJCOSX wB97M-V def2-TZVPD def2/J DEFGRID3
* xyz 0 1
C 0.100 1.408 0.205
C -0.964 0.368 0.582
C -0.165 -0.941 0.685
N 1.248 -0.582 0.898
C 1.401 0.890 0.816
H -0.145 2.352 0.609
H 0.151 1.567 -0.872
H -1.439 0.662 1.499
H -1.727 0.380 -0.192
H -0.499 -1.659 1.431
H -0.242 -1.409 -0.285
H 1.530 -0.834 1.825
H 1.582 1.326 1.801
H 2.224 1.172 0.166
O -1.244 -0.863 -2.689
H -1.035 -1.680 -2.210
H -1.720 -0.419 -1.973
*
```

Atomic partial charges in e from the Mulliken method, atoms 1 to 2: atom 1 (C): -0.462, atom 2 (C): -0.620

***

three:
Below is the molecule C4H11NO, with properties calculated with ωB97M-V/def2-TZVPD.

## Properties
**HOMO level**: -9.23 eV
**Orbital gap**: 10.224 eV
**SMILES**: C[C@H](O)[C@@H](C)N
**LUMO level**: 1.00 eV

```
! RIJCOSX wB97M-V def2-TZVPD def2/J DEFGRID3
* xyz 0 1
C 0.939 1.730 0.193
C 0.145 0.721 -0.701
O -1.183 1.247 -0.793
C 0.128 -0.671 -0.051
C -0.697 -0.795 1.233
N -0.118 -1.709 -1.027
H 1.893 1.356 0.533
H 0.236 2.049 0.963
H 0.956 2.617 -0.447
H 0.626 0.735 -1.678
H -1.767 0.517 -0.546
H 1.178 -0.722 0.291
H -0.859 -1.887 1.291
H -1.741 -0.485 1.213
H -0.157 -0.508 2.126
H 0.271 -1.589 -1.946
H 0.151 -2.607 -0.654
*
```

Atomic partial charges in e from the Mulliken method, atoms 1 to 2: atom 1 (C): -1.408, atom 2 (C): 0.335

***

Which one sits at the bottom of the stability order? one does.

***

one:
Below is a cluster of 2 separate species, C4H11NO in total, with properties calculated with ωB97M-V/def2-TZVPD.

## Properties
**HOMO level**: -7.66 eV
**Orbital gap**: 8.544 eV
**SMILES**: CC(C)=CN.O
**LUMO level**: 0.89 eV

```
! RIJCOSX wB97M-V def2-TZVPD def2/J DEFGRID3
* xyz 0 1
C -0.421 -0.002 -1.294
C -0.745 0.004 0.181
C -1.969 -0.827 0.545
C -0.045 0.628 1.145
N 1.063 1.450 0.878
H -1.290 0.152 -1.934
H 0.055 -0.947 -1.553
H 0.318 0.766 -1.513
H -2.390 -1.258 -0.356
H -2.687 -0.185 1.065
H -1.775 -1.611 1.284
H -0.237 0.211 2.124
H 1.263 2.099 1.610
H 1.093 1.874 -0.028
O 2.410 -0.867 -1.096
H 3.275 -0.519 -0.869
H 2.081 -0.966 -0.190
*
```

Atomic partial charges in e from the Mulliken method, atoms 1 to 2: atom 1 (C): -1.426, atom 2 (C): 0.845

***

two:
Below is a cluster of 2 separate species, C4H11NO in total, with properties calculated with ωB97M-V/def2-TZVPD.

## Properties
**HOMO level**: -9.65 eV
**Orbital gap**: 10.469 eV
**SMILES**: CC(N)=O.CC
**LUMO level**: 0.81 eV

```
! RIJCOSX wB97M-V def2-TZVPD def2/J DEFGRID3
* xyz 0 1
C 1.616 0.081 -1.332
C 1.916 -0.774 -0.163
N 1.773 -0.370 1.159
O 2.401 -1.890 -0.289
H 2.171 1.057 -1.096
H 0.559 0.266 -1.425
H 1.975 -0.335 -2.263
H 2.049 -1.022 1.864
H 1.417 0.521 1.444
C -2.695 0.279 0.480
C -1.245 0.356 -0.065
H -2.746 -0.657 1.067
H -2.866 1.072 1.244
H -3.559 0.257 -0.186
H -0.855 -0.638 -0.262
H -0.662 0.811 0.747
H -1.249 0.985 -0.925
*
```

Atomic partial charges in e from the Mulliken method, atoms 1 to 2: atom 1 (C): -0.582, atom 2 (C): 0.667

***

Which one sits at the bottom of the stability order? one does.